Record 1
35
Properties=species:S:1:pos:R:3:forces:R:3 method="wB97M-V/def2-TZVPD" de_lowest_kcal_mol=166.33 charge=+2 lumo_ev=-9.534 fmax_ev_per_a=14.9 homo_ev=-15.73
O -8.6250 0.7080 -1.4110 7.1 -1.4 -2.1
C -7.4957 0.4859 -1.7356 -7.0 1.4 2.1
Sc -2.8827 0.4927 -1.0869 -5.6 -2.6 -1.8
C -1.2621 0.0601 -1.8462 13.3 -2.6 -6.2
O -0.2443 -0.2476 -2.3812 -5.3 0.9 1.8
C -2.1013 1.2926 0.5864 2.4 3.0 5.7
O -1.6982 1.7407 1.5612 -1.2 -0.7 -2.3
C -3.1838 -1.1092 -0.1035 -3.2 -10.5 6.6
O -3.3890 -2.0809 0.5046 0.4 3.9 -3.0
C -2.9895 2.3055 -1.7402 -1.6 8.7 -2.5
O -3.1037 3.3663 -2.1300 0.4 -1.9 0.6
H -4.3136 0.9745 -0.2593 -0.9 1.4 0.7
C 4.0524 -0.1740 -0.0263 -0.4 0.1 -0.4
N 2.8266 0.6938 -0.1137 -1.1 0.5 0.7
C 3.1571 1.9144 -0.9711 0.0 -1.3 0.0
C 1.5133 0.0258 -0.6974 1.5 -0.8 -0.5
C 0.6403 -0.8102 0.2222 2.3 -0.6 0.0
C 1.3779 -1.6994 1.0059 1.4 -0.9 0.9
C 0.8841 -2.3439 2.1412 -1.5 0.8 -0.3
C -0.4269 -2.0404 2.5133 1.1 0.6 -1.6
C -1.1896 -1.2152 1.6210 -1.4 -2.1 4.6
C -0.7226 -0.7535 0.4609 0.0 1.5 -1.6
H 4.1123 -0.7698 -0.9405 0.0 0.0 0.3
H 4.0373 -0.7620 0.8675 -0.2 -0.5 0.3
H 4.9150 0.4575 0.0474 0.4 0.4 -0.1
H 2.5687 1.0581 0.8341 0.4 -0.5 -0.8
H 3.3821 1.5462 -1.9725 0.0 0.1 0.1
H 2.3281 2.5863 -0.9834 -0.6 0.4 0.0
H 4.0137 2.3951 -0.5410 0.4 0.2 0.2
H 0.9659 0.8777 -0.9856 -0.3 0.9 -0.6
H 1.9115 -0.5486 -1.5786 -0.5 0.7 0.8
H 2.4606 -1.9301 0.8309 -1.3 0.6 -0.3
H 1.4862 -2.9877 2.7518 0.3 -0.2 0.0
H -0.8156 -2.4347 3.4342 -0.4 0.1 0.1
H -2.1897 -1.0739 2.1213 1.0 0.2 -1.3

***

Record 2
31
Properties=species:S:1:pos:R:3:forces:R:3 method="wB97M-V/def2-TZVPD" de_lowest_kcal_mol=156.02 smiles="CCCOCC1=CC(=O)c2ccccc2C1=O" lumo_ev=-1.335 fmax_ev_per_a=4.1 homo_ev=-9.36
C 4.0534 -1.2465 0.6378 0.7 -0.3 -0.1
C 4.5035 0.2994 0.7047 -0.9 0.0 -0.2
C 3.2311 1.3194 0.5881 0.7 -0.9 0.4
O 2.1172 0.5196 0.1074 -0.3 2.0 -0.8
C 1.4228 1.1875 -0.9963 -0.8 -0.6 -0.2
C -0.0486 0.5059 -1.0187 1.3 -2.2 -0.6
C -0.0389 -0.9119 -1.2282 -1.7 3.4 0.8
C -1.4447 -1.6446 -1.2093 -0.1 -2.2 -0.6
O -1.5793 -2.7499 -1.7906 0.4 3.3 1.8
C -2.6661 -1.0072 -0.4144 -1.8 2.0 1.4
C -3.8504 -1.8485 0.1418 0.5 4.1 0.0
C -5.0023 -1.0925 0.8632 2.6 1.5 -1.3
C -4.9872 0.4494 1.0459 3.1 -1.6 -1.8
C -3.7901 1.2769 0.5178 -0.1 -3.6 -0.6
C -2.6363 0.5464 -0.2164 -1.8 -1.7 0.9
C -1.3642 1.3604 -0.7812 -1.4 0.9 0.2
O -1.4844 2.5896 -0.9894 1.0 -3.9 0.6
H 4.9699 -1.9122 0.8718 -1.4 1.1 -0.3
H 3.2406 -1.5276 1.3883 1.1 0.6 -1.1
H 3.7167 -1.5389 -0.4154 0.3 0.5 1.5
H 5.1694 0.5191 -0.1938 -0.5 -0.4 1.4
H 5.0245 0.4621 1.7055 -0.4 0.0 -1.5
H 2.9800 1.7446 1.6255 0.2 -0.5 -1.5
H 3.4150 2.1721 -0.1462 0.0 -1.1 1.1
H 1.9971 0.9538 -1.9711 -1.0 0.3 1.3
H 1.3831 2.3208 -0.8838 -0.2 -1.5 0.1
H 0.9461 -1.4749 -1.3978 -1.9 0.8 0.2
H -3.8076 -2.9778 -0.0085 -0.3 1.8 0.3
H -5.8788 -1.7120 1.2384 1.3 1.1 -0.5
H -5.8270 1.0076 1.5717 1.2 -1.1 -0.8
H -3.7645 2.4095 0.6532 0.0 -1.9 -0.3